#a
DFT (ωB97M-V/def2-TZVPD) results for a cluster of 7 separate species, C4H21NO8 in total.

## Properties
- SMILES = CCC(=O)NCO.O.O.O.O.O.O
- LUMO (eV) = 0.1

Geometry as XYZ:
```
34
Properties=species:S:1:pos:R:3:nbo_charge:R:1
O 1.404 2.731 -0.866 -0.5930
C 0.504 2.047 -0.443 0.7076
N -0.684 2.028 -1.217 -0.6588
C -1.725 1.094 -1.032 0.0697
O -2.695 1.453 -0.020 -0.7553
C 0.650 1.086 0.726 -0.5512
C 0.702 1.850 2.041 -0.6159
H -0.996 2.936 -1.534 0.4013
H -2.402 0.937 -1.871 0.1896
H -1.321 0.116 -0.768 0.1843
H -2.335 1.854 0.775 0.4711
H 0.014 0.209 0.829 0.2209
H 1.610 0.611 0.503 0.2582
H 0.941 2.903 2.002 0.2309
H -0.224 1.746 2.599 0.1979
H 1.585 1.508 2.595 0.2238
H -1.646 -0.090 2.844 0.4652
H -2.335 -0.601 1.542 0.4746
O -2.493 -0.353 2.472 -0.9513
H 0.526 -3.174 -1.137 0.4822
H -0.604 -2.227 -0.768 0.4993
O 0.017 -2.435 -1.522 -0.9940
H 1.925 -2.869 1.571 0.4665
H 1.810 -1.657 1.010 0.4838
O 1.271 -2.469 0.971 -0.9494
H 1.059 -0.341 -3.338 0.4625
H 1.219 -1.634 -2.647 0.4979
O 1.670 -1.085 -3.321 -0.9762
H 2.839 0.659 -0.857 0.4819
H 3.244 -0.651 -1.514 0.5006
O 3.027 -0.264 -0.655 -0.9770
H -1.795 -1.999 1.032 0.4945
H -2.792 -2.178 -0.115 0.5026
O -1.970 -1.741 0.112 -0.9447
```

=====

#b
DFT (ωB97M-V/def2-TZVPD) results for a cluster of 7 separate species, C4H21NO8 in total.

## Properties
- SMILES = CC[C@@H](N)C(=O)O.O.O.O.O.O.O
- LUMO (eV) = 0.3

Geometry as XYZ:
```
34
Properties=species:S:1:pos:R:3:nbo_charge:R:1
O 3.142 2.145 1.256 -0.5856
C 2.142 1.461 1.300 0.7763
O 1.027 2.041 1.764 -0.7139
C 1.820 0.075 0.743 -0.1376
C 2.976 -0.919 0.841 -0.4130
C 2.558 -2.218 0.208 -0.6333
N 0.618 -0.557 1.358 -0.8571
H 1.149 2.992 1.973 0.5145
H 1.546 0.245 -0.333 0.2052
H 3.906 -0.459 0.499 0.2352
H 3.151 -0.928 1.935 0.1979
H 3.163 -2.294 -0.718 0.2181
H 1.535 -2.219 -0.254 0.2236
H 2.602 -3.034 0.897 0.2229
H 0.005 0.185 1.725 0.3980
H 0.983 -1.015 2.192 0.3520
H -0.814 -0.108 -3.299 0.5094
H 0.491 0.231 -2.722 0.4707
O -0.304 0.685 -3.047 -0.9544
H -1.207 1.738 0.944 0.5084
H -2.279 0.469 1.438 0.5163
O -2.054 1.405 1.247 -1.0284
H -2.424 -2.324 -2.231 0.4746
H -2.298 -0.840 -1.728 0.5041
O -2.231 -1.429 -2.518 -0.9991
H -1.222 -1.634 1.379 0.5028
H -2.622 -1.195 0.680 0.5006
O -2.117 -1.275 1.502 -0.9878
H -4.174 0.348 -0.857 0.4911
H -2.952 0.896 -0.225 0.5215
O -3.287 0.058 -0.598 -1.0026
H -0.827 1.719 -1.777 0.4900
H -0.887 3.167 -2.152 0.4682
O -1.116 2.589 -1.417 -0.9884
```

=====

Bottom line: #b, by a margin of 0.632 eV.

=====

#a
DFT (ωB97M-V/def2-TZVPD) results for the molecule C5H7ClS.

## Properties
- SMILES = C=C(/C=C\Cl)CS
- LUMO (eV) = 0.8

Geometry as XYZ:
```
14
Properties=species:S:1:pos:R:3:nbo_charge:R:1
C -0.795 -0.399 -1.328 -0.6032
C -0.398 -0.252 0.166 -0.0169
C -0.999 -0.882 1.184 -0.3778
C 0.671 0.769 0.516 -0.2593
C 1.886 0.420 0.893 -0.1951
H -0.433 1.801 -2.044 0.1080
H -1.493 -1.242 -1.475 0.2426
H 0.134 -0.828 -1.786 0.2263
H -0.696 -0.531 2.185 0.2099
H -1.793 -1.578 1.009 0.2031
H 0.366 1.779 0.405 0.2259
H 2.660 1.168 1.127 0.2205
S -1.446 0.990 -2.161 0.0287
Cl 2.338 -1.214 1.310 -0.0128
```

=====

#b
DFT (ωB97M-V/def2-TZVPD) results for a cluster of 2 separate species, C5H7ClS in total.

## Properties
- LUMO (spin up / spin down) (eV) = -0.6 / -0.6

Geometry as XYZ:
```
14
Properties=species:S:1:pos:R:3:nbo_charge:R:1
C -0.908 -2.324 0.614 -0.4222
C -0.052 -1.405 0.079 -0.3381
C 2.697 -0.269 0.773 -0.2515
C 0.165 -0.066 0.379 -0.2172
C -1.401 2.056 -0.962 -0.7759
S -0.072 1.525 0.270 0.5381
Cl 3.244 0.671 -0.520 -0.0110
H -0.701 -3.324 0.406 0.2128
H -1.670 -1.908 1.316 0.2034
H 0.905 -1.698 -0.418 0.2826
H 2.717 0.348 1.624 0.0986
H -1.028 2.943 -1.316 0.2207
H -2.371 2.262 -0.652 0.2258
H -1.524 1.188 -1.592 0.2340
```

=====

Bottom line: #a, by a margin of 5.933 eV.

=====

#a
DFT (ωB97M-V/def2-TZVPD) results for a cluster of 2 separate species, BH4NO2 in total.

## Properties
- LUMO (eV) = 0.1

Geometry as XYZ:
```
8
Properties=species:S:1:pos:R:3:nbo_charge:R:1
B 0.264 0.447 -0.183 1.3249
N 1.002 -0.697 -0.160 -1.1681
O 0.422 1.704 -0.068 -0.8831
O -2.050 -0.243 -0.136 -1.0935
H 2.064 -0.694 -0.237 0.4175
H 0.769 -1.729 -0.042 0.4529
H -0.319 2.062 0.315 0.5310
H -2.152 -0.849 0.512 0.4185
```

=====

#b
DFT (ωB97M-V/def2-TZVPD) results for a cluster of 2 separate species, BH4NO2 in total.

## Properties
- SMILES = NB=O.O
- LUMO (eV) = 0.2

Geometry as XYZ:
```
8
Properties=species:S:1:pos:R:3:nbo_charge:R:1
B 1.135 0.060 0.056 1.1530
N 0.808 -1.273 -0.092 -1.1546
O 1.407 1.216 0.220 -0.8429
O -1.756 0.924 -0.027 -0.9424
H -0.058 -1.620 0.279 0.4203
H 1.145 -1.795 -0.882 0.4183
H -1.327 0.762 0.818 0.4658
H -1.355 1.726 -0.371 0.4823
```

=====

Bottom line: #b, by a margin of 2.737 eV.